# C24H63ClN5O11

A structure of composition C24H63ClN5O11 in a non-equilibrium geometry (the ωB97M-V functional and the def2-TZVPD basis, the OMol25 dataset).

Values from the calculation:
**Charge**: -1
**Relative energy (zero: lowest compared OMol25 entry of this formula, charge and spin)**: 692.2 kcal per mole
**LUMO level**: 2.756 eV
**HOMO level**: -4.5 eV
**Orbital gap**: 0.2667 hartree

Cartesian coordinates (Å):
N: 0.9954 -0.5110 2.8819
H: -1.5579 -2.8745 0.8083
H: -2.4166 3.3532 -0.6378
C: 0.4639 3.7016 -1.4375
H: -4.0540 3.7113 -0.3303
H: -2.9290 -3.1521 2.8902
C: -3.1345 -2.7264 -0.5326
H: 2.6042 4.2728 -3.1836
H: -2.2382 0.5641 -0.8702
H: 6.5785 -0.9326 5.6876
H: 1.8128 1.5950 -1.1348
O: 1.8423 3.3126 -4.8341
H: -6.0158 -3.7366 -1.7231
H: -0.5169 4.1748 -1.4847
O: -4.5416 -2.8600 -0.6101
H: 5.0896 1.4413 -2.9461
H: -2.1935 -0.2443 -3.2394
O: -4.5773 1.6929 1.4651
H: 7.0743 0.3809 4.7622
O: 1.6029 -3.6440 1.2038
C: 1.6643 3.8642 -3.5548
H: -3.3238 -0.7060 1.0007
O: 5.8142 -1.0665 3.7938
H: 0.1921 2.9798 -0.6673
C: 4.5809 -0.3498 4.0730
H: 1.1752 4.4485 -1.0850
H: 3.4804 1.6569 -2.9076
H: 3.1319 1.7222 0.3280
H: -3.3669 -4.3715 1.7532
N: 2.2739 2.2484 -1.7517
H: 4.8401 0.7082 4.1141
H: 1.1266 0.0272 2.0374
H: 4.3213 2.6764 -1.7586
N: 3.9768 -0.2604 1.6423
H: 1.0408 4.7066 -3.8544
H: 3.2208 4.5721 -5.7270
H: 1.5159 5.1049 -5.9347
H: -2.0001 1.6080 -2.2000
H: 4.9360 -0.5531 1.5222
C: 0.7435 -1.8388 2.3725
H: -4.3928 1.2552 -0.4845
H: -4.4660 -4.6358 -1.5943
H: 3.4953 -3.9714 0.7602
H: -1.8010 -0.7060 0.5879
C: 3.0969 -0.5029 0.4926
C: 6.9116 -0.6936 4.6776
H: 0.6215 -2.5036 3.2276
H: 0.5507 2.1177 -2.9795
O: -3.7306 -1.2517 -2.3684
H: 2.2702 -3.9050 -0.6470
C: 1.1542 2.8909 -2.5041
H: -5.4929 0.5837 2.9713
H: 2.8158 -2.0509 1.9161
H: 2.0709 -0.6467 0.8314
H: 2.2969 0.9107 -1.0084
C: -4.9287 -3.6586 -1.7319
O: -0.5692 1.8189 -0.2900
H: -2.8744 -1.8580 -1.1378
C: -3.3577 2.4101 1.1761
H: 7.6860 -1.2934 4.1995
O: 0.9606 0.2678 0.5488
H: 2.7173 1.6051 -2.3917
H: -2.4959 1.8080 1.4637
H: -0.9315 -2.6739 1.1160
C: -5.0916 -1.1757 -1.9583
H: 3.7520 -1.9444 2.9869
H: -5.5467 -2.0894 -1.5761
Cl: 0.1089 0.5172 -0.5381
N: -2.4235 -1.0463 1.3069
O: 0.9142 0.5430 -1.6978
N: -3.8612 1.7822 -1.1626
C: -3.3706 -3.2919 1.9035
H: 2.6954 -0.4749 3.2437
O: -0.8491 -0.5440 -0.7013
H: -4.4420 -3.1008 1.9631
C: 3.1568 0.8615 -0.3403
H: -1.3770 -1.7333 2.4010
H: 0.3477 -0.1818 3.5835
C: 2.1900 4.2503 -5.8757
H: 2.0766 3.8698 -6.8908
C: -0.6175 -1.7596 1.6196
H: -3.8912 0.5554 3.0124
H: 4.3185 -0.6754 5.0796
C: -2.5634 -2.4659 0.9084
H: -2.6498 -3.6297 -0.9029
H: 2.4971 -5.3640 0.3875
C: 1.8621 -2.3037 1.4527
C: 2.5353 -4.2756 0.3431
H: -3.3514 3.2278 1.8968
C: -2.7716 1.0178 -1.7056
H: 3.3658 -1.4602 0.0463
H: -4.6608 -3.1621 -2.6646
H: -5.1354 -0.5779 -1.0479
O: 4.3254 0.7288 -1.1707
C: -3.3365 2.8924 -0.2779
C: -4.6750 1.2886 2.8225
C: 4.3204 1.6859 -2.2136
H: 1.7272 -1.7848 0.5037
H: -0.7792 -0.9603 0.8964
C: -3.1286 -0.0024 -2.7344
H: -4.6899 1.9972 3.6506
H: -3.7110 0.3912 -3.5675
C: 3.6722 -0.8580 2.9482
H: -5.7821 -0.7604 -2.6924

Atom charges from the Löwdin analysis, given in e for atoms 1 to 6:
1 N 0.0089
2 H 0.0421
3 H 0.0931
4 C -0.0731
5 H 0.1012
6 H 0.0741



# C5H7N3

A structure of composition C5H7N3 in a non-equilibrium geometry (the ωB97M-V functional and the def2-TZVPD basis, the OMol25 dataset).

Values from the calculation:
**Charge**: 0
**Relative energy (zero: lowest compared OMol25 entry of this formula, charge and spin)**: 195.7 kcal per mole
**LUMO level**: -0.396 eV
**HOMO level**: -9.7 eV
**Orbital gap**: 0.3422 hartree

Cartesian coordinates (Å):
N: 0.3379 -1.0069 -1.7234
C: 1.6739 -0.4332 0.5807
H: 0.8202 -2.1982 -1.0863
H: -2.0636 -0.5232 -1.6731
H: -0.6866 -1.6482 -1.8977
H: 0.1430 1.2921 2.3287
H: -2.6368 1.7129 -0.0214
N: -1.6719 -0.1596 -0.8171
C: -1.6394 1.6562 0.9644
C: -0.1481 1.0978 1.1145
C: 0.5695 0.4258 0.1291
H: -2.2696 1.0540 1.9085
C: -0.4204 -0.2649 -0.8496
N: 2.4869 -1.2802 0.7108
H: -1.5894 2.5470 1.6148

Atom charges from the Löwdin analysis, given in e for atoms 1 to 6:
1 N 0.0287
2 C -0.2228
3 H 0.2697
4 H 0.0632
5 H 0.1497
6 H 0.1812



# C14H30N6P2RuSSe

A structure of composition C14H30N6P2RuSSe in a non-equilibrium geometry (the ωB97M-V functional and the def2-TZVPD basis, the OMol25 dataset).

Values from the calculation:
**Charge**: +4
**Relative energy (zero: lowest compared OMol25 entry of this formula, charge and spin)**: 1.7 kcal per mole
**LUMO level (spin up / spin down)**: -15.108 / -15.113 eV
**HOMO level (spin up / spin down)**: -20.9 / -20.9 eV
**Orbital gap (spin up / spin down)**: 0.2142 / 0.2140 hartree

Cartesian coordinates (Å):
H: -1.2320 1.9285 -1.6662
H: -0.1671 -2.5392 3.0805
C: -5.2432 -3.2793 2.9266
H: -4.0424 -3.8205 -0.9779
H: -3.2684 4.3793 -0.6097
H: -1.9329 4.9524 -1.6406
H: 1.6054 0.3329 -2.4535
H: 0.6338 -3.3423 -2.8023
Ru: -0.8718 -0.3898 -0.0169
H: -2.3082 -0.7526 -3.2877
H: -1.2995 -1.9618 -4.1102
N: -4.0395 -3.5678 1.1045
C: -0.3892 -3.1332 2.1921
C: 0.7675 -2.7211 -1.9106
H: -5.1348 -5.2376 1.8488
N: -1.6221 1.7405 -0.7413
C: -3.5070 -4.2028 -0.1103
P: -0.2281 -1.2209 -2.1409
H: -1.4654 -3.2809 2.1265
H: -0.6129 -3.9590 -0.7779
H: -3.8412 -0.5304 3.7443
S: 0.5333 0.7743 1.2220
H: 0.1661 0.8115 -3.3993
H: 1.8202 -2.4275 -1.8849
H: 2.0823 -1.3436 2.0205
C: 0.3520 -3.4684 -0.6414
H: -2.4433 -3.9955 -0.1644
N: -1.0945 2.7220 0.1253
N: 0.2399 3.5186 1.5545
H: -5.4512 -1.0941 4.2442
H: 1.0739 -4.2513 -0.3914
C: -0.1145 2.3981 0.9722
N: -4.6451 -2.1191 2.6113
C: -1.3019 4.0939 0.2035
H: -5.3008 -0.1201 2.7654
H: -2.6306 1.8842 -0.8135
H: 0.1025 -4.1036 2.2992
H: -5.8973 -3.3825 3.7775
H: 0.9524 3.6659 2.2642
H: -2.2513 -2.4244 -2.6786
H: -3.6685 -5.2729 -0.0231
H: 2.5260 -1.4993 0.3086
H: 1.1553 -0.5555 -3.9230
C: -4.8580 -4.2022 1.9677
H: 2.4712 -2.9299 1.3573
C: -1.6707 -1.6233 -3.1364
C: -2.2855 4.8519 -0.6123
N: -0.4913 4.5875 1.0944
Se: -3.0739 -0.8001 0.6848
C: 0.7639 -0.0289 -3.0447
C: -4.8154 -0.8602 3.3959
P: 0.2653 -2.3017 0.7405
H: -2.3808 5.8474 -0.1817
C: 1.9933 -1.9721 1.1341
C: -3.8918 -2.2694 1.4919

Atom charges from the Löwdin analysis, given in e for atoms 1 to 6:
1 H 0.1285
2 H 0.0797
3 C 0.0665
4 H 0.1193
5 H 0.1002
6 H 0.1131



# C35H59AsBaF6N2O9PSSe

A structure of composition C35H59AsBaF6N2O9PSSe (the ωB97M-V functional and the def2-TZVPD basis, the OMol25 dataset).

Values from the calculation:
**Charge**: -2
**2S+1**: 2
**Relative energy (zero: lowest compared OMol25 entry of this formula, charge and spin)**: 2.0 kcal per mole
**LUMO level (spin up / spin down)**: 3.825 / 3.824 eV
**HOMO level (spin up / spin down)**: -2.3 / -2.3 eV
**Orbital gap (spin up / spin down)**: 0.2234 / 0.2233 hartree

Cartesian coordinates (Å):
F: 3.0016 -2.1190 -0.3221
H: -1.1174 -5.8494 -2.2516
H: -1.9197 -3.5856 -2.9594
H: 4.0455 -0.0232 1.9891
H: -1.7462 3.2220 -3.9824
F: 3.8267 -4.2625 0.6134
H: -2.4189 6.8779 2.7494
H: -4.0993 3.8770 -2.4114
H: 5.3508 3.8138 3.4803
C: -0.8642 -3.7892 -2.7828
P: 1.1104 -2.1199 -3.2502
H: 4.8044 0.1256 3.5783
H: -3.1933 -3.4711 1.6629
C: 1.9158 1.6062 2.5191
H: -0.6173 -3.4489 -1.7746
O: 0.8268 -0.7451 -4.0757
H: 5.3121 -1.5184 -3.5682
C: 2.2323 3.3014 7.3417
C: -1.3261 2.8078 0.0718
H: -0.9618 -1.0370 -5.0489
H: -4.0520 7.5708 2.8391
H: 6.4865 2.5658 2.9539
C: -3.3397 4.6385 -2.5964
C: 1.9282 5.3718 5.9743
O: -0.4053 2.1487 -0.5443
C: 4.4320 2.0301 2.6062
C: -3.1018 4.4809 1.5898
O: -0.1444 -3.0009 -3.7494
O: -3.3643 -1.5993 -2.8748
C: -4.1377 5.0503 3.8290
N: 2.2037 1.6177 -2.3214
H: 0.4848 -1.3128 -6.0354
H: 3.6644 3.3900 4.8420
H: 3.7325 2.1377 0.5555
C: 0.0100 0.7763 -5.7080
H: 0.5293 -5.4275 -2.7361
H: -3.3181 7.2070 1.2691
C: 1.4137 3.9446 6.2127
H: -3.1665 5.0398 4.3275
C: -2.7816 -1.8645 0.7052
H: 1.0194 1.1415 -5.9096
C: 4.7806 0.5343 2.5649
O: -3.0665 -2.1678 -0.5531
C: -1.6533 2.5510 1.4317
C: -2.5062 3.3661 2.1604
H: 1.3487 5.8555 5.1858
H: -4.7789 5.7694 4.3466
O: -3.4505 0.2071 -1.2122
C: -5.4075 5.4625 1.7385
H: 3.0990 2.0339 -2.5392
C: 1.5517 3.1216 4.9335
O: 2.2622 -2.8404 -4.1746
H: -0.7438 -5.5850 -3.9668
H: 5.7689 0.3915 2.1151
C: -0.5249 -5.2542 -2.9498
F: 1.9688 -4.2450 -0.9867
C: 4.2779 -1.4848 -3.9175
H: -0.6677 4.5143 5.9193
H: 5.4747 2.4484 0.7486
H: -0.5251 2.6086 4.6865
C: -0.0404 4.0406 6.6767
C: 3.0301 2.2149 3.1923
O: -1.3370 -0.8779 -1.7489
H: 0.0405 4.9444 -1.9254
H: 4.1245 -3.6316 -4.1181
H: 3.5609 -3.0040 -2.5645
C: 0.4798 2.5212 4.2934
S: -2.7945 -0.9575 -1.7235
C: -1.9765 4.1632 -2.0630
H: -0.0976 4.6399 7.5899
C: -2.8677 4.6762 0.2266
H: 1.7954 1.2489 -3.1763
C: 0.0429 -0.6701 -5.2673
C: 2.8117 2.9375 4.3506
H: -0.4553 3.0543 6.8915
H: -0.8502 5.5112 -3.3528
H: 1.5866 2.3482 -1.9700
C: 3.5914 -2.8084 -3.6392
C: 5.5159 2.7347 3.4283
C: -2.0712 3.8585 -0.5578
As: 2.2854 -3.4697 0.5492
H: -3.3579 5.5176 -0.2514
H: 3.2882 3.2358 7.0745
C: -4.0022 5.4451 2.3580
C: -3.4137 6.8625 2.3000
C: 4.4832 2.6116 1.1846
H: -3.2712 4.8038 -3.6753
H: -6.0607 6.1569 2.2780
H: 2.9741 5.3676 5.6638
H: -1.2114 6.1789 -1.7466
Ba: 0.7119 -0.1003 -0.4064
H: 4.2916 3.6880 1.2103
H: 3.7692 -0.6734 -3.3941
F: 2.5959 -2.6778 2.0472
H: -5.3743 5.7701 0.6923
H: -0.5671 2.6536 -2.7847
F: 1.5166 -4.7888 1.3642
O: 2.0638 0.9384 1.4284
H: -3.6743 5.5733 -2.1449
H: -0.4369 1.3960 -4.9301
N: -2.8695 -2.5038 1.7529
C: -1.5996 2.9517 -2.9300
H: 1.8455 5.9716 6.8870
F: 0.7358 -2.6260 0.4220
C: 0.6481 1.7936 3.1230
H: 2.1486 3.8857 8.2644
H: -0.5851 0.8817 -6.6172
H: 5.5700 2.3432 4.4470
H: 4.2715 -1.2651 -4.9869
Se: -0.9199 1.0123 2.3209
H: -2.2281 2.0911 -2.6973
H: -5.8501 4.4656 1.7765
H: 1.8758 2.2884 7.5374
H: -4.5836 4.0600 3.9351
H: -2.6838 3.1039 3.1955
C: -0.9372 5.2696 -2.2876

Atom charges from the Löwdin analysis, given in e for atoms 1 to 6:
1 F -0.3213
2 H 0.0761
3 H 0.1009
4 H 0.0673
5 H 0.0744
6 F -0.2548